Density functional theory data (the ωB97M-V functional and the def2-TZVPD basis) for 11 unconnected molecules or ions with the total composition C46H77F21N2O16 in a non-equilibrium geometry.

Geometry as XYZ:
```
162
Properties=species:S:1:pos:R:3:forces:R:3
C 13.3642 -14.3133 7.3723 -1.214 1.085 0.634
C 12.2992 -15.4083 7.3656 1.577 -0.246 -0.531
N 12.8312 -16.5593 6.6288 0.226 -1.114 1.394
C 13.0362 -16.3311 5.2202 0.089 -0.254 -0.002
C 13.7282 -17.4520 4.4418 -1.159 -0.747 -0.485
C 12.1528 -17.8007 7.0343 -0.915 0.189 -0.313
C 10.6601 -17.8646 6.5896 0.387 0.493 -0.633
H 12.9819 -13.5220 8.0172 0.090 0.011 0.605
H 13.4442 -13.7128 6.4661 0.529 -0.702 -0.430
H 14.2889 -14.6922 7.8075 0.085 0.140 -0.471
H 12.1786 -15.7021 8.4083 -0.234 -0.194 -0.061
H 11.3390 -15.0586 6.9863 -0.215 0.204 -0.144
H 12.0556 -16.1321 4.7879 -0.211 0.109 -0.698
H 13.6376 -15.4302 5.0984 -0.106 0.064 0.075
H 13.2027 -18.4048 4.5069 -0.079 -0.224 0.852
H 13.5028 -17.3222 3.3833 0.711 0.708 -0.260
H 14.7816 -17.6665 4.6218 -0.068 0.475 0.098
H 12.2173 -17.8870 8.1189 -0.117 0.363 0.147
H 12.6581 -18.7141 6.7205 0.237 0.236 -0.529
H 10.1109 -18.7235 6.9750 0.053 0.120 0.100
H 10.5646 -17.8518 5.5039 0.368 -0.683 -0.297
H 10.1207 -16.9323 6.7571 -0.033 -0.037 0.955
C 4.6342 -19.6206 2.4052 0.336 -0.267 -0.228
C 5.0007 -18.6431 1.3016 0.517 0.080 0.722
N 5.9038 -19.2373 0.3039 -0.926 0.596 -0.536
C 6.7127 -18.2228 -0.3925 1.212 -2.358 -0.277
C 7.7872 -18.9887 -1.2637 -0.821 1.548 0.017
C 5.1358 -20.1516 -0.5761 0.207 -0.011 -0.626
C 4.0981 -19.5504 -1.5969 -0.211 0.059 1.296
H 3.9032 -20.3653 2.0901 -0.263 0.171 0.297
H 4.3413 -19.0424 3.2815 -0.460 -0.309 0.012
H 5.5393 -20.1670 2.6705 0.057 -0.032 0.078
H 4.1118 -18.1315 0.9325 -0.283 -0.161 -0.569
H 5.4993 -17.8475 1.8552 0.617 0.144 -0.417
H 6.1339 -17.5855 -1.0611 -0.069 0.379 0.100
H 7.2635 -17.6744 0.3718 -0.326 0.325 -0.059
H 7.2836 -19.3560 -2.1579 0.201 -0.429 0.071
H 8.4922 -18.2366 -1.6177 0.169 -0.007 -0.062
H 8.3544 -19.7543 -0.7343 -0.393 -0.034 0.077
H 4.7138 -20.8676 0.1293 -0.817 0.210 -0.175
H 5.7486 -20.8385 -1.1598 0.786 0.424 0.048
H 3.5969 -20.3325 -2.1672 0.067 -0.171 0.179
H 4.4322 -18.8175 -2.3313 0.690 -0.125 0.150
H 3.3414 -19.0220 -1.0171 -0.289 -0.031 -0.096
C 17.5354 -21.6102 -1.8490 -0.867 0.182 0.856
C 18.6859 -22.2727 -1.1169 0.757 0.704 -0.958
O 18.2537 -22.9390 0.0777 -0.029 -1.143 1.255
C 19.1650 -23.3736 1.0003 1.105 1.417 -1.290
O 20.3636 -23.2641 0.9087 -1.182 -0.312 -0.067
C 18.5586 -23.9114 2.3175 -0.744 0.162 1.186
F 18.9426 -25.1706 2.5843 -0.293 0.512 -0.612
F 18.9858 -23.1788 3.4027 -0.499 -0.396 -1.523
F 17.2097 -23.8475 2.2708 0.875 -0.216 0.267
H 17.7913 -21.1420 -2.7995 0.619 -0.090 0.172
H 17.1174 -20.8320 -1.2106 -0.283 0.002 -0.099
H 16.7546 -22.3275 -2.1022 -0.049 -0.085 0.237
H 19.4227 -21.5286 -0.8143 0.134 -0.076 -0.132
H 19.1189 -22.9181 -1.8811 0.456 -0.652 0.710
C 13.4252 -6.2765 5.3877 -0.666 0.217 1.097
C 11.9274 -5.9591 5.7300 1.732 0.604 -1.556
O 11.6114 -6.1457 7.1007 0.059 -0.680 1.889
C 12.0288 -5.2728 8.0371 0.475 2.706 -2.260
O 12.4762 -4.1675 7.7557 -0.358 -1.913 0.660
C 11.7422 -5.5684 9.5349 1.172 -0.833 -1.628
F 10.7454 -4.8131 9.8936 -0.912 0.720 0.770
F 11.4091 -6.8457 9.6963 0.163 -0.168 0.553
F 12.8381 -5.2578 10.2573 -0.732 -0.404 -0.183
H 14.0792 -5.5998 5.9376 -0.086 0.097 0.109
H 13.6608 -6.1092 4.3367 -0.345 -0.265 -0.034
H 13.6789 -7.2836 5.7185 -0.012 -0.096 -0.323
H 11.2810 -6.5991 5.1294 -0.148 -0.096 0.525
H 11.7716 -4.9313 5.4022 -0.338 0.108 0.387
C 23.5534 -17.8822 3.1239 -0.270 -0.884 -0.135
C 22.2576 -17.4830 3.8189 1.750 -0.547 1.832
O 21.7254 -16.4097 3.1435 -1.418 2.307 -2.258
C 21.9327 -15.1316 3.4281 0.573 0.632 4.904
O 22.4314 -14.7087 4.4822 -0.627 -1.100 -2.790
C 21.2199 -14.1287 2.5063 1.181 0.050 1.717
F 20.1519 -13.5671 3.0785 0.474 0.600 0.724
F 22.1154 -13.2198 2.1100 -0.231 0.541 0.238
F 20.7766 -14.7425 1.5024 -1.293 -1.815 -3.872
H 24.0236 -18.7309 3.6205 -0.212 -0.184 0.003
H 24.3325 -17.1200 3.1079 -0.420 0.378 0.064
H 23.2977 -18.1703 2.1043 0.290 -0.024 -0.092
H 22.4858 -17.2178 4.8512 -0.076 0.239 0.122
H 21.4694 -18.2333 3.8814 0.276 -0.201 -0.458
C 6.0791 -19.4392 12.8316 0.162 0.951 -0.360
C 5.0765 -18.3255 12.5375 -1.091 -0.452 -0.882
O 5.5189 -17.1460 13.1566 0.904 3.515 1.090
C 5.4575 -15.8786 12.5840 -1.514 -3.109 -2.967
O 5.0124 -15.6694 11.4597 0.966 -0.138 2.594
C 6.0150 -14.7551 13.4419 0.735 0.057 0.880
F 5.0874 -13.9202 13.8309 -1.580 0.624 0.072
F 6.5668 -15.2120 14.5756 0.583 -0.102 -0.532
F 6.8741 -14.0208 12.7281 0.458 -0.593 0.095
H 7.0173 -19.0988 12.3936 0.186 -0.380 -0.046
H 5.7867 -20.4003 12.4087 -0.066 0.154 -0.005
H 6.2486 -19.5307 13.9045 -0.200 -0.056 -0.021
H 4.0829 -18.5647 12.9164 -0.023 0.006 0.389
H 4.8818 -18.0752 11.4946 0.485 -0.470 -0.312
C 12.8420 -23.0803 11.0349 -0.278 -0.348 0.678
C 14.1721 -23.7458 10.7718 -0.389 0.456 1.635
O 14.9754 -22.6898 10.2455 1.741 1.467 -1.499
C 15.6014 -21.7406 11.0017 -0.496 -2.712 2.627
O 15.6332 -21.7984 12.2318 0.069 0.840 -2.919
C 16.4039 -20.6792 10.1533 -1.396 -0.781 0.538
F 15.9834 -19.4761 10.4808 -0.417 0.955 0.443
F 17.6855 -20.7424 10.3850 1.255 -0.364 0.560
F 16.2147 -20.8396 8.8694 -0.291 -0.313 -1.237
H 12.0856 -23.7964 11.3563 -0.107 -0.110 -0.349
H 12.5862 -22.5988 10.0911 -0.437 0.029 0.194
H 12.8866 -22.3553 11.8476 0.242 0.190 -0.195
H 13.9864 -24.5861 10.1029 0.757 0.535 -0.781
H 14.6945 -24.1670 11.6307 -0.257 0.166 0.300
C 15.4744 -13.6298 14.9332 0.553 0.638 -0.338
C 14.1264 -14.1905 14.6451 0.132 0.066 -0.805
O 13.8652 -15.0928 15.6831 -1.797 -3.301 2.020
C 12.9367 -16.1336 15.5856 -0.309 2.344 -4.145
O 12.2208 -16.2860 14.5934 1.793 0.103 2.575
C 12.7455 -17.0024 16.8311 2.284 -0.873 -1.576
F 12.5230 -18.2980 16.4373 0.265 1.396 0.785
F 13.8470 -16.9574 17.6209 -1.072 -0.316 -0.207
F 11.7066 -16.5260 17.4237 -1.350 0.125 1.519
H 15.5739 -13.2005 15.9301 -0.080 -0.078 -0.037
H 15.6023 -12.8403 14.1927 0.382 0.166 0.068
H 16.2431 -14.3835 14.7620 0.033 0.060 0.177
H 14.2151 -14.6978 13.6844 -0.589 -0.124 -0.050
H 13.3785 -13.3987 14.6035 -0.253 -0.212 0.005
C 19.3730 -2.1257 8.8810 0.861 -0.769 1.210
C 19.6707 -2.9817 10.1259 0.308 0.420 -0.497
O 19.3534 -4.3956 9.9262 -0.628 0.565 0.649
C 20.1331 -5.2404 9.3093 2.780 -0.171 -1.804
O 21.2366 -5.0613 8.7816 -2.715 -0.132 1.544
C 19.4448 -6.6501 9.1910 2.289 -0.809 -0.084
F 20.2026 -7.6255 9.8539 -0.737 1.447 -1.080
F 18.2670 -6.6920 9.6918 -1.919 0.068 0.994
F 19.3426 -6.9911 7.8957 0.454 0.034 0.324
H 19.4694 -1.1070 9.2567 -0.264 0.177 -0.325
H 18.3597 -2.3490 8.5471 0.223 0.217 -0.329
H 20.1784 -2.2959 8.1665 -0.487 -0.010 -0.409
H 19.0606 -2.5874 10.9385 -0.269 -0.793 0.062
H 20.7038 -2.8750 10.4568 0.094 -0.243 -0.255
C 5.8384 -9.9343 7.1164 -0.329 0.564 -0.237
C 6.0718 -10.8497 5.9332 3.351 -0.790 -0.577
O 7.1628 -10.8292 5.3083 -3.099 0.261 1.480
C 5.0428 -11.9263 5.6434 0.175 1.354 -0.050
H 6.4373 -9.0287 7.0194 0.076 -0.144 0.010
H 6.0555 -10.3916 8.0817 0.318 -0.374 -0.167
H 4.7912 -9.6463 7.2092 -0.102 0.038 -0.228
H 4.0773 -11.4911 5.9010 -0.246 -0.352 -0.235
H 5.2153 -12.7819 6.2963 0.103 -0.091 -0.211
H 5.1391 -12.1330 4.5775 -0.237 -0.469 0.213
C 8.8746 -11.3112 -0.7760 0.198 -0.783 -0.846
C 10.3440 -11.6904 -1.0878 0.276 -0.452 -1.485
O 10.6899 -12.4390 -2.0008 -1.071 0.936 1.354
C 11.3992 -11.0400 -0.2282 -0.009 -0.518 0.399
H 8.7554 -10.2465 -0.5751 0.107 -0.184 0.463
H 8.4728 -11.9734 -0.0092 0.353 0.406 0.686
H 8.1870 -11.5637 -1.5832 0.459 0.103 -0.537
H 11.1585 -11.2590 0.8121 -0.121 0.376 0.199
H 11.4322 -9.9629 -0.3919 -0.078 0.005 0.111
H 12.3793 -11.4852 -0.3998 -0.117 0.109 -0.335
```
Positions in Å, forces in eV/Å.

For the HOMO energy, the calculation gives -7.99 eV. For the total energy, the calculation gives -5209.399605 hartree. As for the net charge: 0. As for the SMILES: CCOC(=O)C(F)(F)F.CCOC(=O)C(F)(F)F.CCOC(=O)C(F)(F)F.CCOC(=O)C(F)(F)F.CCOC(=O)C(F)(F)F.CCOC(=O)C(F)(F)F.CCOC(=O)C(F)(F)F.CCN(CC)CC.CCN(CC)CC.CC(C)=O.CC(C)=O. The calculation puts the lowest unoccupied orbital energy at 0.28 eV. The orbital gap is 8.3 eV.

Atom charges from the Löwdin analysis, given in e for atoms 1 to 4:
1 C -0.100
2 C -0.258
3 N -0.208
4 C -0.260